Record 1
Computed, not measured: a molecular structure, C13H28N3Pb in a non-equilibrium geometry, with wB97M-V/def2-TZVPD.

Gap between HOMO and LUMO, eV: 6.94
HOMO, eV: -10.1
Electronic energy, eV: -23647.041
E_LUMO, eV: -3.169
Net charge: +1

```
45
Properties=species:S:1:pos:R:3:mulliken_charge:R:1
C -2.4523 0.7812 -1.6522 -0.632
Pb -0.1600 0.1398 -0.0871 0.758
N 1.7841 -0.1295 1.2896 -0.750
N 1.0646 -0.8062 -1.9503 -0.708
H 1.6374 -0.9888 1.8095 0.268
H -1.5735 1.2405 -1.1396 0.163
H -3.3442 1.3051 -1.3161 0.349
H -2.5514 -0.2661 -1.3931 -0.024
H -2.3137 1.0097 -2.7128 0.344
H 1.4234 -1.7429 -1.7498 0.300
H 1.8124 -0.1730 -2.2145 0.264
H 0.3645 -0.8386 -2.6740 0.302
H 2.6266 -0.1469 0.6879 0.292
H 1.7261 0.6936 1.8662 0.314
C -1.1811 -0.8995 6.3370 -1.658
C -1.2820 -0.2200 5.0063 0.249
C -1.2886 1.1721 4.9542 -0.676
C -1.3605 1.8301 3.7196 0.713
C -1.3361 3.3303 3.6975 -1.639
C -1.4380 1.0756 2.5332 -0.910
C -1.4410 -0.3556 2.5518 1.109
C -1.3459 -0.9896 3.8189 -0.283
N -1.3892 -1.0691 1.3639 -0.294
C -1.5909 -2.5487 1.1255 1.327
C -0.3251 -3.2861 1.5838 -1.260
C -2.8655 -2.9982 1.8158 -1.674
C -1.7680 -2.8441 -0.3792 -1.660
H -0.2587 -0.6011 6.8455 0.344
H -2.0188 -0.6099 6.9790 0.359
H -1.1812 -1.9857 6.2489 0.357
H -1.2234 1.7479 5.8771 0.435
H -2.1746 3.7446 4.2651 0.377
H -0.4126 3.7020 4.1521 0.357
H -1.3888 3.7191 2.6807 0.334
H -1.5095 1.6409 1.6048 0.436
H -1.3039 -2.0504 3.9065 0.294
H -0.0894 -3.1205 2.6392 0.214
H -0.4721 -4.3613 1.4395 0.464
H 0.5637 -2.9968 0.9975 0.170
H -3.7266 -2.4511 1.4138 0.403
H -3.0143 -4.0598 1.6180 0.485
H -2.8625 -2.8645 2.8941 0.346
H -2.6744 -2.3792 -0.7899 0.281
H -0.9081 -2.5643 -1.0106 0.283
H -1.8922 -3.9320 -0.5110 0.477
```



Record 2
Computed, not measured: a molecular structure, C13H28N6O6PdS in a non-equilibrium geometry, with wB97M-V/def2-TZVPD.

Gap between HOMO and LUMO (spin up / spin down), eV: 4.15 / 5.75
HOMO (spin up / spin down), eV: -4.8 / -7.4
Electronic energy, eV: -49469.180
E_LUMO (spin up / spin down), eV: -0.676 / -1.655
Energy relative to the best compared isomer or geometry (same formula, charge and spin), kcal/mol: 0.0
2S+1: 3
Net charge: 0

```
55
Properties=species:S:1:pos:R:3:mulliken_charge:R:1
O -0.4742 0.4523 -5.1266 -0.504
H -0.8332 0.2308 -6.0002 0.304
Pd 0.1257 0.0915 -0.6529 0.191
N 0.0913 1.8242 0.3838 0.882
N 1.0987 1.2906 -1.9150 0.798
N -1.2720 -0.7951 0.5043 0.500
N -0.4712 -1.4187 -1.8259 0.302
O -0.5917 2.0291 1.4641 -0.779
O -1.7393 -0.3079 1.6715 -0.646
O -0.1037 -1.5780 -3.1091 -0.611
O 1.3203 0.9192 -3.1022 -0.735
C 1.4980 2.4757 -1.3723 0.354
C 0.9234 2.7739 -0.1106 0.089
C -1.7134 -1.9749 0.0702 0.202
C -1.2338 -2.3392 -1.2402 0.187
C 1.1614 3.9918 0.7031 -1.446
H 1.5008 3.7289 1.7154 0.271
H 0.2368 4.5779 0.7957 0.278
H 1.9237 4.6140 0.2290 0.376
C 2.4760 3.3287 -2.1097 -1.404
H 2.2066 3.4084 -3.1715 0.336
H 3.4926 2.9100 -2.0475 0.279
H 2.4972 4.3284 -1.6651 0.409
C -2.5236 -2.8713 0.9409 -1.566
C -1.4923 -3.6607 -1.8772 -1.476
H -3.1603 -2.3004 1.6251 0.415
H -1.8676 -3.5124 1.5485 0.236
H -3.1508 -3.5327 0.3338 0.391
H -0.8704 -3.7790 -2.7695 0.409
H -2.5456 -3.7708 -2.1627 0.306
H -1.2692 -4.4685 -1.1688 0.331
H -1.3596 0.6603 1.6667 0.451
H 0.3692 -0.7279 -3.3657 0.395
C -1.4906 1.1704 -4.4055 -0.413
H -0.9952 1.9709 -3.8529 0.070
H -2.0500 0.5137 -3.7294 0.148
H -2.2019 1.6260 -5.1099 0.435
O -3.6876 2.2993 -1.5154 -0.635
H -3.8150 1.3634 -1.2716 0.320
H -2.9693 2.5727 -0.9085 0.294
S 2.3860 -0.8131 0.3499 -0.432
C 1.8369 -0.9896 1.9629 0.322
N 1.4817 0.0459 2.7434 0.141
C 1.1148 -0.0771 4.1505 -0.582
C 1.7152 -1.3296 4.7400 -0.669
C 1.4303 -2.5315 3.8548 -0.597
N 1.7942 -2.2220 2.4876 -0.145
H 1.3251 0.9437 2.2875 -0.054
H 0.0212 -0.0868 4.2366 0.305
H 1.4721 0.8219 4.6551 0.392
H 1.2883 -1.4994 5.7291 0.356
H 2.7972 -1.1941 4.8500 0.298
H 0.3644 -2.8048 3.8984 0.270
H 2.0128 -3.4028 4.1677 0.395
H 1.9196 -2.9754 1.8202 0.256
```



Record 3
Computed, not measured: a molecular structure, C13H29BFInO3P in a non-equilibrium geometry, with wB97M-V/def2-TZVPD.

Gap between HOMO and LUMO, eV: 5.25
HOMO, eV: -19.1
Electronic energy, eV: -37921.057
E_LUMO, eV: -13.849
Net charge: +3

```
49
Properties=species:S:1:pos:R:3:mulliken_charge:R:1
C -3.4011 -0.9519 -5.3993 -0.982
C -1.9593 -0.8089 -5.8798 -0.398
C -0.8652 -1.2993 -4.9212 -0.896
C -1.0465 -0.9957 -3.4250 0.394
C -1.9979 -1.9399 -2.6776 -0.691
C -1.6614 -2.4399 -1.2496 -0.804
B -1.3293 -1.4339 -0.1001 0.334
F -2.0693 -0.4396 0.3336 -0.233
C 0.0965 -1.7924 0.6628 -0.765
C 0.8310 -0.4956 1.1428 -0.200
C 0.8412 -1.1039 2.5094 -0.921
P 1.5984 0.4313 3.6865 0.566
O 1.6205 -0.4536 4.8477 -0.463
O 0.5666 1.5509 3.5967 -0.097
C -0.0020 2.2299 4.8531 -0.198
C -0.3747 3.6304 4.4922 -1.167
O 2.8947 0.7627 2.9529 -0.106
C 3.6258 2.0927 3.1121 -0.085
C 5.0061 1.9397 2.5099 -1.137
H -4.0898 -0.8047 -6.2295 0.359
H -3.7159 -0.2390 -4.6194 0.189
H -3.5946 -1.9517 -5.0148 0.285
H -1.7508 0.2212 -6.2127 0.218
H -1.8809 -1.3918 -6.7966 0.352
H -0.6912 -2.3674 -5.0480 0.440
H 0.0683 -0.8186 -5.2221 0.304
H -1.3593 0.0692 -3.3092 -0.348
H -0.0475 -1.0555 -2.9815 0.345
H -2.1178 -2.8487 -3.2660 0.472
H -2.9834 -1.4730 -2.6366 0.366
H -2.5371 -2.9864 -0.8709 0.364
H -0.8485 -3.1649 -1.3266 0.382
H 0.7995 -2.3767 0.0712 0.488
H -0.2771 -2.4901 1.4404 0.452
H 0.3282 0.4587 1.0228 0.424
H 1.8202 -0.4304 0.7010 0.446
H 1.5296 -1.9401 2.6221 0.404
H -0.1172 -1.3341 2.9716 0.623
H -0.8574 1.6381 5.1657 0.337
H 0.7540 2.1761 5.6338 0.399
H -0.8419 4.0687 5.3753 0.408
H -1.0743 3.6686 3.6611 0.321
H 0.5032 4.2320 4.2656 0.323
H 3.6596 2.3260 4.1732 0.357
H 3.0326 2.8429 2.5981 0.312
H 5.1922 2.7269 1.7851 0.331
H 5.1085 0.9727 2.0213 0.308
H 5.7662 1.9868 3.2849 0.347
In -2.1517 1.8021 -4.3066 0.843
```



> What is the formula in the third record?

C13H29BFInO3P



> Which value of net charge does entry 3 give?

+3



> Number 2 is which compound?

C13H28N6O6PdS



> Number 2 is which compound?

C13H28N6O6PdS